[1]
# C42H77F12N14P2

A 9-piece molecular cluster, C42H77F12N14P2 overall at a distorted geometry (wB97M-V/def2-TZVPD, the Open Molecules 2025 dataset).

Last column: Mulliken charge in e.
Geometry (Å):
C -15.9451 3.6395 8.7435  -0.998
C -15.1484 2.3677 9.0285  -0.456
N -14.9045 1.6012 7.7615  0.094
C -15.5732 0.5693 7.2072  -0.274
C -14.9736 0.1745 6.0265  -0.362
N -13.9058 1.0247 5.7694  0.147
C -13.9201 1.9287 6.8187  -0.273
C -13.0578 1.0453 4.6056  -0.785
H -16.4348 3.6028 7.7704  0.325
H -15.2714 4.4918 8.6550  0.323
H -16.6606 3.8631 9.5348  0.334
H -15.7366 1.7516 9.7086  0.318
H -14.2302 2.5781 9.5769  0.358
H -16.3701 0.1626 7.8121  0.424
H -15.1394 -0.6470 5.3453  0.445
H -13.2983 2.8100 6.8728  0.378
H -13.2262 1.8864 3.9331  0.320
H -13.0248 0.0672 4.1256  0.305
H -12.0841 1.2842 5.0333  0.377
C -30.1865 4.6693 -10.5049  -1.176
C -30.3168 3.5790 -9.4551  -0.313
N -30.7612 4.1472 -8.1654  0.197
C -31.9481 4.8174 -7.9071  -0.323
C -32.0917 5.0381 -6.5681  -0.402
N -30.9020 4.7042 -5.9677  0.118
C -30.1238 4.0599 -6.9238  -0.101
C -30.5082 4.9625 -4.5687  -0.796
H -29.7726 4.1921 -11.3932  0.376
H -29.4664 5.4682 -10.3282  0.348
H -31.0378 5.2126 -10.9149  0.367
H -29.3621 3.0794 -9.2906  0.297
H -31.0264 2.8323 -9.8116  0.279
H -32.6445 5.0625 -8.6954  0.402
H -32.8519 5.5473 -5.9944  0.427
H -29.2112 3.5112 -6.7435  0.328
H -29.6576 4.3661 -4.2386  0.289
H -31.3251 4.8509 -3.8558  0.322
H -30.1706 5.9986 -4.5434  0.358
C -24.3810 7.5080 1.8399  -1.052
C -23.3631 8.6867 1.6276  -0.401
N -22.1112 8.3757 2.3426  0.199
C -21.3068 7.2439 2.1640  -0.289
C -20.1223 7.4045 2.9339  -0.491
N -20.2737 8.5641 3.6989  0.185
C -21.4327 9.1804 3.2991  -0.211
C -19.3909 8.9504 4.7558  -0.876
H -23.8709 6.6121 1.4861  0.295
H -25.2928 7.4510 1.2454  0.362
H -24.7638 7.3375 2.8461  0.329
H -23.8511 9.5911 1.9911  0.335
H -22.9557 8.9427 0.6495  0.345
H -21.5509 6.4669 1.4547  0.396
H -19.2662 6.7644 3.0883  0.428
H -21.7481 10.1624 3.6193  0.423
H -19.9733 9.3998 5.5602  0.374
H -18.6379 9.6259 4.3499  0.325
H -18.8295 8.1244 5.1925  0.324
C -23.2722 17.5035 2.2146  -1.370
C -23.8531 18.5838 1.3267  -0.189
N -23.2205 19.8844 1.6244  0.142
C -21.9439 20.0044 2.0964  -0.202
C -21.7211 21.3374 2.2787  -0.521
N -22.8058 22.0289 1.7726  0.084
C -23.7391 21.1498 1.4596  -0.066
C -22.9156 23.4930 1.6253  -0.784
H -23.3510 17.7095 3.2821  0.392
H -22.2486 17.2528 1.9360  0.367
H -23.8773 16.5977 2.1781  0.380
H -24.9157 18.7014 1.5389  0.387
H -23.6698 18.3489 0.2782  0.241
H -21.2959 19.1589 2.2739  0.349
H -20.8775 21.8570 2.7085  0.410
H -24.6787 21.4927 1.0521  0.390
H -23.9591 23.8063 1.6602  0.353
H -22.3763 23.7277 0.7076  0.322
H -22.4021 23.8225 2.5285  0.316
C -19.6066 14.7941 16.5127  -1.166
C -20.3917 13.7894 15.7098  -0.238
N -19.8828 13.5849 14.3396  0.153
C -20.5881 13.5180 13.1886  -0.350
C -19.7505 13.3638 12.0503  -0.353
N -18.4676 13.2840 12.5989  0.153
C -18.5661 13.3339 13.9692  -0.247
C -17.2385 13.0580 11.8380  -0.854
H -19.3300 15.6833 15.9462  0.335
H -18.6815 14.3151 16.8335  0.363
H -20.1884 15.0750 17.3906  0.358
H -21.4699 13.9475 15.6836  0.375
H -20.1570 12.8713 16.2484  0.244
H -21.6589 13.4559 13.3149  0.402
H -19.9236 13.2281 10.9929  0.455
H -17.7723 13.3245 14.7015  0.364
H -16.4749 13.7155 12.2537  0.371
H -17.4601 13.3991 10.8268  0.329
H -17.0217 11.9905 11.7971  0.308
C -25.1484 -6.1278 -3.0578  -1.180
C -23.8833 -5.5293 -3.5572  -0.209
N -23.6574 -4.0909 -3.3264  0.214
C -23.0805 -3.1518 -4.0972  -0.273
C -23.1083 -1.9148 -3.4122  -0.316
N -23.6213 -2.1200 -2.1922  0.109
C -24.0581 -3.4373 -2.1618  -0.336
C -23.8600 -1.1763 -1.1330  -0.860
H -25.1818 -7.2091 -3.1904  0.383
H -26.0349 -5.8665 -3.6356  0.324
H -25.2713 -5.9348 -1.9921  0.328
H -23.8803 -5.6723 -4.6378  0.327
H -23.0109 -6.0297 -3.1369  0.271
H -22.6190 -3.4477 -5.0278  0.435
H -22.8766 -0.8997 -3.6991  0.434
H -24.5335 -3.7988 -1.2619  0.319
H -23.2794 -0.2615 -1.2523  0.343
H -23.4227 -1.6745 -0.2678  0.373
H -24.9197 -0.9513 -1.0129  0.315
C -14.0137 10.5956 -0.3191  -1.104
C -13.5922 9.8480 -1.6469  -0.380
N -12.1306 9.6061 -1.7257  0.160
C -11.3179 8.9057 -0.7833  -0.397
C -10.0031 9.0358 -1.1922  -0.345
N -9.9580 9.7719 -2.3601  0.084
C -11.2611 10.0092 -2.6945  -0.133
C -8.7525 10.1067 -3.1658  -0.764
H -15.0762 10.8387 -0.3273  0.339
H -13.3989 11.4906 -0.2242  0.354
H -13.7970 10.2045 0.6750  0.368
H -13.8157 10.4019 -2.5587  0.310
H -14.1151 8.8925 -1.6883  0.298
H -11.8287 8.4167 0.0330  0.424
H -9.0602 8.6380 -0.8470  0.420
H -11.4926 10.5019 -3.6272  0.385
H -8.8935 9.6459 -4.1436  0.368
H -7.8338 9.6440 -2.8053  0.296
H -8.6503 11.1896 -3.2360  0.317
P -25.7774 11.6430 7.7199  1.153
F -25.8906 13.2626 7.8688  -0.354
F -27.3614 11.6143 8.0602  -0.326
F -26.0026 11.8274 6.0707  -0.381
F -25.5847 10.0378 7.4851  -0.346
F -24.1568 11.8598 7.4152  -0.392
F -25.4121 11.4570 9.3052  -0.353
P -17.1993 0.8510 -0.8805  1.150
F -16.8732 2.0430 0.2187  -0.375
F -16.1956 1.5616 -1.9740  -0.361
F -15.9222 -0.0422 -0.5539  -0.337
F -17.4954 -0.3122 -1.9573  -0.353
F -18.0485 0.1170 0.3323  -0.362
F -18.4920 1.6845 -1.4694  -0.363

Summary:
HOMO level = -15.402 eV
HOMO-LUMO gap = 8.42 eV
Charge = +5
F_max = 4.98 eV/Å
Relative energy (zero: lowest compared OMol25 entry of this formula, charge and spin) = 61.76 kcal per mole

[2]
# C6H13N2S2

An isolated ion of composition C6H13N2S2 and charge +1 at a distorted geometry (wB97M-V/def2-TZVPD, the Open Molecules 2025 dataset).

Last column: Mulliken charge in e.
Geometry (Å):
C -1.5336 0.8070 -0.1873  -0.970
C -0.3450 0.6621 0.3608  0.896
C 0.5093 1.5579 2.4516  -0.851
C -0.1285 0.9237 -2.2589  -0.813
C 2.6529 -1.0377 0.7064  -0.624
C -2.3199 -2.1388 -0.8011  -0.724
N 0.7069 0.8244 1.1855  -0.055
N -0.5345 0.1676 -0.9908  0.142
S 2.4694 0.7462 0.6402  0.017
S -0.6642 -1.6604 -1.3560  0.038
H -2.4375 1.3838 -0.2572  0.359
H -0.6696 1.6215 2.4959  0.285
H 1.0241 0.9819 3.2296  0.304
H 0.8619 2.5783 2.2927  0.334
H 0.6018 1.6557 -1.8863  0.366
H 0.4391 0.2379 -2.8616  0.294
H -0.8980 1.3683 -2.8761  0.316
H 3.7851 -1.4321 0.7136  0.348
H 2.3990 -1.3064 -0.2884  0.189
H 2.0515 -1.3966 1.5988  0.261
H -3.0797 -2.1198 -1.6004  0.300
H -2.6320 -1.3389 0.0265  0.200
H -2.2585 -3.0857 -0.3375  0.389

Summary:
HOMO level = -12.790 eV
HOMO-LUMO gap = 9.66 eV
Charge = +1
F_max = 3.50 eV/Å
Relative energy (zero: lowest compared OMol25 entry of this formula, charge and spin) = 134.02 kcal per mole

[3]
# C3H6ClN

One molecule with the formula C3H6ClN at a distorted geometry (wB97M-V/def2-TZVPD, the Open Molecules 2025 dataset).

Last column: Mulliken charge in e.
Geometry (Å):
C -0.9513 0.5264 -0.6819  -0.161
C 0.9289 -0.3230 1.0154  -0.961
C 0.4903 -0.4291 -0.5261  0.041
N -1.3583 1.1926 0.2268  -0.448
Cl 0.2086 -1.9996 -1.0447  -0.195
H -1.4685 0.2750 -1.6604  0.312
H 0.3223 0.5471 1.2312  0.310
H 1.9324 -0.1140 0.8392  0.274
H 0.8168 -1.3621 1.4700  0.299
H 1.3038 -0.0164 -1.1892  0.280
H -2.2250 1.7030 0.3198  0.248

Summary:
HOMO level = -9.305 eV
HOMO-LUMO gap = 10.40 eV
F_max = 6.23 eV/Å
Relative energy (zero: lowest compared OMol25 entry of this formula, charge and spin) = 27.74 kcal per mole

Question: Among the records above, which one has the lowest HOMO-LUMO gap?
Answer: C42H77F12N14P2

Question: What is the formula in the third record?
Answer: C3H6ClN